Computed, not measured: a 4-piece molecular cluster, C6H21N2O3 overall, with ωB97M-V/def2-TZVPD.

Results
Multiplicity: 1
Net charge: +1

Element x y z (Å)
C: 0.5324 -0.2489 2.5738
N: 0.2668 -0.8606 1.2453
C: 1.5336 -1.0155 0.4836
C: 1.7411 0.1432 -0.5004
C: 1.6073 -0.1566 -1.9561
C: 1.1969 -1.2766 -2.5666
C: 0.0868 1.2081 2.5104
N: -0.8766 1.2719 1.3941
H: -0.0294 -0.8315 3.3266
H: 1.5760 -0.3237 2.9194
H: -0.2554 -1.7219 1.2325
H: 2.4161 -1.2833 1.0811
H: 1.3817 -1.8540 -0.2159
H: 0.8502 0.7724 -0.4213
H: 2.6253 0.7071 -0.1847
H: 2.0127 0.6495 -2.5531
H: 0.7753 -1.2703 -3.5555
H: 0.9767 -2.2553 -2.1231
H: 0.9647 1.8419 2.3784
H: -0.3332 1.5072 3.4706
H: -1.8663 1.1802 1.6004
H: -0.5036 0.3367 0.8666
H: -0.7318 2.0556 0.7572
H: -1.3564 -0.2400 -2.0237
H: -1.9862 -1.1174 -3.2023
O: -2.1453 -0.7207 -2.3340
H: -0.9614 2.7752 -1.4255
H: 0.5098 3.3142 -1.6942
O: -0.0236 2.6267 -1.3077
H: -2.2790 -1.8206 -0.0068
H: -2.3329 -1.8858 1.5519
O: -2.4648 -1.3263 0.7921

***

Computed, not measured: a 4-piece molecular cluster, C6H21NO4 overall, with ωB97M-V/def2-TZVPD.

Results
SMILES: COC[C@H](C)N.CCO.O.O
Multiplicity: 1
Net charge: 0

Element x y z (Å)
C: -3.6802 2.5783 2.2305
C: -2.3926 2.7125 1.4037
C: -2.0084 1.6126 0.3851
O: -0.7588 1.9654 -0.1588
C: -0.2026 1.1130 -1.0981
N: -2.5484 3.9846 0.7231
H: -3.6804 3.4236 2.9188
H: -3.5553 1.6081 2.7114
H: -4.6225 2.5432 1.6838
H: -1.5126 2.7864 2.0427
H: -2.7672 1.5339 -0.3934
H: -1.8740 0.6830 0.9382
H: -0.8938 0.8327 -1.8929
H: 0.0366 0.1673 -0.6117
H: 0.6116 1.6394 -1.5962
H: -1.6918 4.2364 0.2510
H: -2.7211 4.7542 1.3539
C: 0.4366 -4.3851 -0.2464
C: 0.9990 -2.9599 -0.0983
O: 0.6143 -2.1534 -1.2112
H: 0.8445 -4.9633 0.5828
H: 0.8723 -4.8253 -1.1433
H: -0.6483 -4.3345 -0.1546
H: 2.0869 -3.0057 -0.0471
H: 0.5578 -2.5279 0.7999
H: 1.3591 -1.6246 -1.5065
O: 5.4770 -1.8825 -1.5963
H: 6.0661 -1.1643 -1.3654
H: 6.0595 -2.6083 -1.8201
O: 2.8553 -0.7409 -1.1764
H: 2.9357 0.0927 -0.7128
H: 3.7457 -1.0918 -1.1955

***

Computed, not measured: a 5-piece molecular cluster, C6H21NO5 overall, with ωB97M-V/def2-TZVPD.

Results
SMILES: CNC(=O)CC(C)C.O.O.O.O
Multiplicity: 1
Net charge: 0

Element x y z (Å)
C: 0.3890 -1.6658 0.7867
C: 1.4240 -0.5848 0.3043
C: 2.5591 -0.4999 1.3848
C: 2.0730 -0.8509 -1.0653
C: -0.6830 -1.8854 -0.1926
N: -1.9929 -1.7240 0.1700
C: -2.3936 -0.6741 1.0985
O: -0.5021 -2.2443 -1.3683
H: -0.0286 -1.4096 1.7516
H: 0.9194 -2.5005 1.1595
H: 0.9872 0.4054 0.3975
H: 3.4985 -0.4205 0.8659
H: 2.4956 0.3074 2.0832
H: 2.7254 -1.3964 1.9756
H: 1.9873 0.0242 -1.6981
H: 3.1367 -1.1327 -0.8202
H: 1.5302 -1.5943 -1.6482
H: -2.7154 -1.9346 -0.4987
H: -2.2671 0.3495 0.7634
H: -3.4982 -0.7558 1.2199
H: -2.0170 -0.8216 2.1123
H: 0.9425 3.6549 -0.4983
H: -0.3789 3.4657 0.1443
O: 0.3922 4.0467 0.1965
H: 0.2411 2.7318 1.8313
H: -0.2733 2.2376 3.1029
O: -0.2958 1.9963 2.1676
H: -1.4572 -0.5892 -3.2608
H: -1.9778 -1.8950 -2.5317
O: -2.1540 -1.2419 -3.2286
H: -0.5800 2.3847 -2.9457
H: -1.3851 1.7854 -1.7657
O: -0.7014 2.4318 -1.9938

***

Computed, not measured: a 7-piece molecular cluster, C6H21NO6 overall, with ωB97M-V/def2-TZVPD.

Results
SMILES: Cc1c[nH]c(C)c1.O.O.O.O.O.O
Multiplicity: 1
Net charge: 0

Element x y z (Å)
C: -2.7997 0.7622 -0.8424
C: -1.7227 0.5418 0.2184
C: -0.5055 -0.0324 -0.1218
N: 0.4251 0.1527 0.8619
C: -0.2449 0.8279 1.9181
C: -1.5198 1.1159 1.5282
C: 0.4967 1.3035 3.1359
H: -3.6514 1.3218 -0.5927
H: -2.2599 1.2731 -1.6558
H: -3.1767 -0.2532 -1.1259
H: -0.2494 -0.4976 -1.0477
H: 1.4367 0.0881 0.7720
H: -2.1602 1.6718 2.2049
H: 0.4502 2.3780 3.2882
H: 0.2269 0.6527 3.9595
H: 1.5770 1.2029 2.8987
H: -0.4330 2.6915 -0.7869
H: -0.7152 3.3597 -2.2966
O: -0.1268 2.9901 -1.6414
H: 0.5363 0.8401 -2.3089
H: 0.6461 0.8498 -3.7915
O: 0.1689 0.4007 -3.0871
H: -0.2010 -3.2121 -2.2286
H: 0.1338 -1.9488 -2.9071
O: 0.4684 -2.4504 -2.1561
H: -0.4012 -2.5856 0.1132
H: -1.6964 -2.0344 0.5666
O: -1.3427 -2.7917 0.0352
H: 3.3739 0.3223 1.2369
H: 3.9750 -0.8066 1.9685
O: 3.1242 -0.3813 1.8443
H: 2.2490 -2.7087 0.8243
H: 2.1330 -2.6177 -0.8273
O: 1.7855 -2.4260 0.0431

***

ΔE to the lowest compared entry with this formula, charge and spin for every record listed, in sequence, given in kcal/mol: 55.6; 38.5; 49.8; 45.8.
HOMO-LUMO gap for every record listed, in sequence, given in eV: 9.88; 9.08; 10.02; 7.69.
HOMO energy for every record listed, in sequence, given in eV: -12.62; -8.90; -9.73; -7.49.